Record 1
{"formula": "C20H63N3O11P", "method": "ωB97M-V/def2-TZVPD", "species": ["H", "H", "C", "H", "C", "H", "H", "H", "C", "C", "H", "H", "H", "H", "O", "H", "O", "H", "C", "H", "H", "O", "H", "H", "C", "O", "H", "O", "O", "H", "H", "H", "C", "H", "H", "O", "C", "H", "H", "C", "H", "C", "N", "O", "H", "H", "H", "H", "H", "H", "H", "H", "H", "N", "H", "H", "C", "H", "H", "H", "O", "H", "C", "H", "C", "C", "P", "H", "H", "C", "H", "H", "H", "O", "H", "H", "C", "C", "H", "H", "H", "H", "N", "H", "O", "C", "H", "H", "H", "H", "H", "C", "H", "C", "H", "H", "H", "H"], "xyz": [[7.86, -2.47, 2.36], [0.67, -0.98, 3.19], [-1.31, 6.17, -0.56], [-6.62, -4.30, 2.25], [5.71, 1.04, -4.23], [9.00, -3.74, 4.20], [-7.20, -5.89, 4.04], [5.51, -0.55, 0.67], [2.71, 1.48, 2.50], [-3.14, 1.09, 2.70], [0.83, 2.22, 1.83], [6.57, 1.70, 2.74], [5.77, 0.39, -5.11], [-6.58, -1.55, -0.67], [-4.43, 1.00, -2.29], [-5.01, -1.74, -1.47], [6.19, 0.28, -3.13], [7.61, -1.68, 3.92], [-5.54, -1.82, -0.51], [-5.53, 1.93, -3.71], [-5.40, 0.05, -5.38], [-5.41, -2.08, -6.97], [1.34, 2.88, 0.04], [-5.57, -5.65, 4.66], [4.08, 2.08, 2.17], [2.64, 0.27, 3.22], [0.99, -1.91, 1.45], [0.07, 4.20, -0.18], [-5.60, -1.00, 1.77], [-5.55, -1.92, 2.06], [3.87, 3.02, 1.64], [-5.96, -3.18, 4.75], [5.13, 1.32, 1.32], [-3.86, -1.17, 0.68], [4.66, 1.30, -4.07], [-6.07, -3.75, 2.81], [-4.73, 1.19, -3.67], [-1.07, 0.93, 3.29], [-3.85, 1.60, -4.17], [1.60, 1.55, 1.40], [6.53, 2.82, 1.58], [7.39, -2.58, 3.33], [6.50, 1.81, 1.73], [5.99, -2.67, 3.10], [0.28, 4.20, -1.12], [-4.36, -0.85, -4.26], [6.12, 0.84, -2.35], [-1.62, -0.89, 2.02], [-3.60, -2.03, -6.06], [7.58, 2.04, -4.62], [5.55, -2.75, 3.94], [-2.22, 0.32, 4.49], [6.18, 2.86, -5.31], [5.03, 1.61, -0.10], [0.75, 6.14, 0.08], [-3.45, -0.65, -8.13], [-0.17, 5.55, 0.22], [-0.40, 5.53, 1.28], [5.79, 2.20, -0.40], [-4.96, 0.13, 0.20], [0.91, 0.35, 1.22], [7.44, -3.94, 5.01], [-2.01, 0.39, 3.42], [-7.60, -3.41, 4.15], [-6.58, -5.24, 4.67], [-4.91, -0.91, 0.53], [1.73, -0.89, 2.24], [-3.71, 0.36, -2.23], [-3.75, -2.07, -9.12], [-3.32, -1.73, -8.18], [4.14, 2.02, -0.35], [4.53, 2.37, 3.12], [-3.90, -3.48, -7.04], [2.00, 2.20, 0.20], [-5.80, -2.40, -7.80], [2.48, -1.99, 2.86], [-6.59, -3.82, 4.14], [-4.02, -2.39, -7.00], [2.74, -0.92, 1.21], [6.50, 2.94, -3.57], [-3.27, 2.11, 3.07], [-6.96, -5.28, 5.69], [5.11, -0.11, 1.49], [-2.93, 1.14, 1.62], [-1.84, -0.94, 2.95], [7.92, -3.81, 4.04], [-2.22, 5.59, -0.42], [-4.08, 0.55, 2.82], [-2.26, -1.96, -8.18], [7.71, -4.71, 3.46], [-1.50, 7.20, -0.24], [6.54, 2.30, -4.45], [-1.09, 6.18, -1.63], [-5.16, -0.11, -4.33], [5.66, -0.42, 2.29], [-6.03, -0.52, -3.83], [2.31, 2.22, 3.22], [-5.50, -2.86, -0.18]], "multiplicity": 1, "lumo_ev": 2.06, "homo_lumo_gap_ev": 5.31, "charge": -1}

***

Record 2
{"formula": "C38H68F6N6O10PS", "method": "ωB97M-V/def2-TZVPD", "species": ["H", "C", "H", "H", "H", "H", "H", "H", "H", "H", "H", "H", "C", "H", "C", "C", "S", "F", "C", "H", "H", "C", "H", "C", "O", "P", "C", "C", "H", "F", "H", "C", "C", "H", "H", "C", "C", "H", "C", "H", "O", "H", "H", "H", "H", "C", "C", "H", "F", "N", "C", "C", "H", "N", "H", "H", "H", "N", "H", "O", "H", "O", "H", "C", "H", "H", "H", "H", "N", "O", "H", "O", "C", "H", "H", "H", "C", "C", "H", "H", "C", "C", "H", "H", "C", "H", "H", "F", "C", "H", "C", "C", "C", "H", "H", "N", "C", "H", "H", "N", "H", "H", "C", "H", "O", "H", "F", "H", "H", "O", "H", "C", "C", "C", "H", "C", "H", "O", "H", "C", "O", "H", "F", "H", "C", "H", "H", "H", "H", "C"], "xyz": [[-2.45, 0.51, 1.91], [2.89, -2.67, -0.20], [4.45, 10.62, 0.13], [4.62, 0.61, -4.17], [1.06, -3.67, -7.50], [-1.59, -0.66, -1.33], [3.68, 1.61, -2.95], [-0.03, -3.22, 6.72], [-1.97, -3.33, -7.80], [-9.40, -1.93, -1.64], [0.60, -6.11, -7.71], [1.03, -3.75, 8.04], [-0.22, -5.44, -5.88], [3.15, -3.39, 3.78], [-1.59, -3.16, -1.07], [-1.23, -5.59, 6.39], [-4.19, 2.07, 1.11], [3.17, -1.29, 2.11], [3.62, 8.78, 0.87], [-2.07, 1.00, -3.90], [2.66, 5.06, 2.09], [2.77, 0.73, -0.10], [3.89, -2.16, -0.06], [-7.90, 0.28, 0.40], [2.39, 3.88, -0.96], [-0.73, -0.62, -3.52], [-0.98, -3.02, -7.44], [3.96, 10.26, 1.04], [3.70, 0.16, 0.19], [6.34, 2.83, -4.24], [2.99, 1.48, -0.92], [1.75, -0.30, -0.67], [5.77, 1.27, -2.42], [-2.21, 1.40, -0.76], [2.01, -1.62, -2.50], [-0.18, -5.43, -7.36], [-0.25, -2.32, -1.22], [0.79, 2.12, -1.26], [-1.56, 1.60, 0.13], [2.88, 5.88, 0.46], [0.26, 1.38, -1.63], [1.94, 0.09, -2.91], [-3.15, -3.49, 1.76], [0.11, 0.82, 1.21], [3.01, 12.17, 1.38], [-2.47, 1.52, 1.45], [4.42, 0.77, -3.08], [-3.05, -1.81, -0.34], [6.78, 0.39, -2.79], [-6.77, 0.54, 0.38], [2.50, 1.62, 1.14], [1.68, -1.68, 0.13], [-1.99, 2.24, 2.18], [2.49, 7.85, 3.07], [-1.32, -3.39, 1.53], [-0.96, -0.50, 0.71], [2.81, -3.09, -1.24], [0.35, 0.20, -0.94], [-0.13, -6.08, 8.13], [0.30, -1.21, -4.39], [-7.87, -2.15, -0.76], [-4.89, 2.28, 2.60], [-9.83, 0.36, -0.46], [2.15, -2.91, 3.89], [-9.80, 0.43, 1.31], [1.48, -3.48, 4.61], [-2.69, -1.55, -3.06], [2.24, 10.84, 2.24], [-1.36, -5.60, 5.25], [-1.11, 0.87, -4.10], [0.31, -2.85, -2.05], [1.64, 2.78, 0.90], [2.34, 3.80, 0.25], [2.30, -1.91, 4.37], [-0.77, -2.03, -7.84], [-9.14, -3.36, -0.63], [1.35, -2.82, 2.52], [3.06, 4.95, 1.06], [0.04, -2.30, 8.22], [2.94, 8.63, 0.03], [-1.07, -5.59, 7.87], [-9.35, -0.05, 0.43], [-2.03, -3.67, 8.15], [2.09, 1.13, 2.06], [2.35, -0.62, -2.13], [-2.11, -3.33, -2.06], [2.91, -3.55, 0.48], [5.19, 3.57, -2.42], [6.18, 2.72, -2.90], [-0.98, -4.16, 9.48], [-0.48, 0.45, 0.34], [-8.95, -2.29, -0.70], [1.81, -1.50, 1.73], [4.16, 4.72, 0.99], [2.00, 11.03, 0.49], [-0.24, -5.45, -4.72], [2.73, 11.12, 1.30], [0.28, -2.66, 2.80], [-1.88, -6.15, 8.32], [-2.58, -2.69, -0.12], [-10.61, -1.78, 0.56], [-1.03, -2.93, -6.35], [-1.07, -4.15, 8.39], [4.67, 10.39, 1.86], [-2.11, -1.54, -3.86], [4.15, -1.37, -3.11], [7.34, 3.07, -2.24], [1.41, -3.75, 1.91], [4.53, 8.20, 0.67], [-4.98, 1.06, 0.34], [-1.26, -4.19, -0.75], [-9.54, -1.56, 0.50], [3.90, -0.56, -2.36], [2.99, 8.25, 2.11], [-4.19, 2.12, 3.26], [-2.30, -2.91, 1.31], [4.57, -0.77, -1.49], [0.50, -2.46, -0.03], [1.15, -0.71, 2.14], [0.06, -3.31, 7.80], [-4.21, 3.37, 0.46], [3.49, 2.05, 1.46], [5.65, 1.36, -1.03], [-2.32, -1.90, 1.83], [0.09, -4.01, -7.87], [0.15, -4.03, -8.96], [-1.13, -5.80, -7.75], [-1.10, 2.62, 0.15], [-9.09, -1.96, 1.41], [-0.51, -0.80, -1.68]], "multiplicity": 1, "lumo_ev": -2.18, "homo_lumo_gap_ev": 8.69, "charge": 1}

***

Record 3
{"formula": "C2H3OP", "method": "ωB97M-V/def2-TZVPD", "species": ["H", "P", "O", "C", "C", "H", "H"], "xyz": [[-1.43, -1.35, -0.94], [-2.23, -0.63, -1.97], [-3.42, -0.61, -1.13], [2.26, 0.34, 1.20], [1.28, 0.98, 1.01], [3.15, -0.20, 1.18], [0.39, 1.46, 0.64]], "multiplicity": 3, "lumo_ev": [0.88, -2.75], "homo_lumo_gap_ev": [8.72, 8.21], "s_squared": 2.011, "charge": 0}

***

Record 4
{"formula": "C19H43O2P3PrS", "method": "ωB97M-V/def2-TZVPD", "species": ["H", "H", "C", "H", "C", "H", "Pr", "H", "H", "H", "H", "S", "C", "C", "C", "H", "C", "H", "C", "P", "O", "H", "C", "C", "H", "C", "H", "H", "H", "H", "H", "C", "H", "C", "H", "H", "H", "H", "H", "H", "H", "H", "C", "H", "H", "H", "H", "P", "H", "H", "O", "H", "C", "H", "C", "P", "C", "C", "H", "H", "H", "C", "C", "H", "H", "H", "H", "H", "H"], "xyz": [[0.46, -4.61, 2.00], [-3.22, 2.28, -0.21], [-3.25, -6.71, 1.09], [0.35, -0.09, -4.13], [-2.05, -6.36, 0.50], [2.24, -3.37, -1.29], [0.09, -0.07, 0.01], [-0.90, -5.75, -2.40], [4.96, 2.44, 1.91], [-4.60, -8.49, -1.46], [-2.50, -7.73, -2.61], [3.46, 1.43, 0.35], [3.71, 2.77, -0.82], [-2.74, -7.40, -1.59], [-2.58, 0.81, -3.00], [-3.26, -0.14, 0.41], [-2.04, 0.62, 2.01], [3.12, -2.74, 1.04], [-3.89, -7.84, -0.94], [0.86, -1.59, -2.25], [1.90, 1.24, 0.39], [-2.11, 3.63, -0.62], [-2.58, -0.38, 1.24], [-2.66, 2.77, -1.02], [-0.23, 3.63, -2.23], [-1.90, -6.50, -0.88], [3.34, 3.20, 2.03], [2.72, -3.44, 2.65], [4.79, 3.02, -0.83], [3.06, -1.69, 2.48], [-1.24, -5.90, 1.06], [2.61, -2.56, 2.00], [-2.20, 1.68, 1.79], [1.24, -0.61, -3.76], [0.36, -3.13, 3.91], [-1.46, 0.40, 2.92], [0.81, -1.40, 4.00], [3.16, -1.91, -1.61], [1.99, 0.14, -3.51], [-3.34, 3.10, -1.81], [-0.56, -3.59, -2.08], [-3.44, -6.40, 2.10], [0.19, -3.87, 1.23], [0.57, -4.20, 0.26], [-1.33, -2.33, -3.02], [1.64, -1.24, -4.56], [-0.91, -3.82, 1.16], [0.84, -2.23, 1.71], [-3.12, 1.60, -3.53], [-0.82, -1.84, 3.47], [-1.04, -5.58, -1.45], [3.13, 3.66, -0.55], [-4.19, -7.46, 0.37], [-0.08, -3.32, -3.75], [0.23, -2.14, 3.44], [-1.46, 1.60, -1.79], [3.87, 2.25, 1.91], [-0.37, -2.82, -2.83], [3.62, 1.56, 2.72], [-3.29, 0.15, -2.49], [0.24, 2.32, -3.37], [-0.60, 2.81, -2.86], [2.39, -2.56, -2.01], [-5.13, -7.74, 0.84], [-2.00, 0.21, -3.73], [3.42, 2.40, -1.81], [-2.52, -1.43, 1.54], [2.76, -2.99, -2.95], [-1.32, 3.19, -3.59]], "multiplicity": 3, "lumo_ev": [-9.91, -9.65], "homo_lumo_gap_ev": [4.32, 4.58], "s_squared": 2.002, "charge": 3}